No. 1
The following is a DFT calculation (the ωB97M-V functional and the def2-TZVPD basis) of a molecular structure, C31H26AuBrN5O4 in a non-equilibrium geometry.

Calculated total energy in eV: -121934.7303
Kohn-Sham gap (spin up / spin down) in eV: 4.3 / 4.3
Total charge: +1
E_LUMO (spin up / spin down) in Ha: -0.194 / -0.194
Energy above the lowest of the compared OMol25 structures with the same formula, charge and spin in kcal/mol: 13.6
Max |F| in eV/Å: 2.54
HOMO level (spin up / spin down) in eV: -9.55 / -9.55

Geometry (Å):
Au -0.90 1.30 -0.84
Br -2.41 -5.93 2.80
O 3.22 6.51 3.05
O -0.69 0.12 -2.45
O 1.86 6.39 4.78
O 0.73 2.11 -1.52
N -2.61 0.38 -0.31
N 2.07 -5.43 -1.23
N 0.41 -0.61 0.04
N 2.10 -4.59 -2.14
N -1.20 2.22 1.02
C 1.34 4.97 2.97
C 1.42 -2.54 -0.97
C 1.73 -2.07 1.37
C -0.37 3.13 1.70
C 1.69 4.39 1.76
C -3.23 -0.56 -1.01
C 0.65 2.91 -2.69
C -1.29 -5.24 0.27
C 0.63 -1.53 -3.47
C 0.17 -0.88 -2.33
C -2.25 1.71 1.59
C -4.30 -1.27 -0.49
C 1.01 -5.62 -0.37
C -3.01 0.69 0.94
C -4.72 -0.99 0.81
C 1.63 -3.32 -2.17
C 0.92 -0.94 1.20
C -0.28 -5.11 -0.65
C 1.20 -6.35 0.81
C -0.70 3.67 2.96
C 0.14 4.58 3.56
C 1.96 -2.87 0.28
C 0.85 3.48 1.14
C 1.34 -2.72 -3.40
C 0.63 4.40 -2.36
C 1.85 2.58 -3.57
C 2.15 6.01 3.69
C -4.08 0.00 1.52
C 0.66 -1.35 -1.06
C 0.19 -6.46 1.74
C -1.04 -5.88 1.48
H -4.78 -2.02 -1.09
H -0.47 -4.64 -1.61
H -2.29 -4.87 0.06
H 0.36 -1.11 -4.43
H 0.50 4.97 -3.28
H -2.85 -0.74 -2.01
H 1.87 1.52 -3.82
H -1.62 3.41 3.46
H 1.78 3.16 -4.49
H 2.77 2.84 -3.05
H 2.59 -3.75 0.37
H 2.15 -2.30 2.33
H -5.53 -1.55 1.25
H 0.70 -0.27 2.03
H 2.18 -6.78 1.00
H -0.11 5.01 4.52
H -0.19 4.65 -1.68
H -0.26 2.66 -3.25
H 1.16 3.04 0.21
H 1.61 -3.25 -4.30
H 3.34 6.13 2.17
H -4.39 0.25 2.53
H 2.63 4.61 1.26
H 0.34 -7.01 2.66
H 1.57 4.70 -1.90
H -2.53 2.03 2.59

Charge distribution, Mulliken scheme, values in e: Au 1.204; Br -0.185; O -0.471; O -0.868; O -0.523; O -0.807; N -0.056; N -0.667; N 0.141; N -0.263; N -0.192; C 0.978; C 0.336; C -1.409; C 1.266; C -1.324; C -0.032; C 0.834; C -0.635; C -0.742; C 0.916; C 0.343; C -0.881; C -0.152; C 0.061; C -0.311; C -0.323; C -0.169; C -0.045; C -0.140; C -0.733; C -1.304; C -0.564; C -0.359; C -0.565; C -1.376; C -1.485; C 0.578; C -0.843; C 0.759; C -0.411; C 0.093; H 0.475; H 0.464; H 0.502; H 0.509; H 0.456; H 0.634; H 0.259; H 0.328; H 0.437; H 0.328; H 0.725; H 0.450; H 0.489; H 0.524; H 0.492; H 0.488; H 0.307; H 0.242; H 0.771; H 0.477; H 0.291; H 0.448; H 0.208; H 0.434; H 0.276; H 0.311


No. 2
The following is a DFT calculation (the ωB97M-V functional and the def2-TZVPD basis) of 2 unconnected molecules or ions with the total composition C31H26BF9O2S in a non-equilibrium geometry.

Calculated total energy in eV: -72631.5919
Kohn-Sham gap in eV: 2.8
Total charge: 0
E_LUMO in Ha: -0.152
Energy above the lowest of the compared OMol25 structures with the same formula, charge and spin in kcal/mol: 2.6
Max |F| in eV/Å: 3.92
HOMO level in eV: -6.97

Geometry (Å):
S -0.57 -4.48 -2.79
F -4.77 -3.21 0.18
F 4.67 0.54 4.30
F -3.49 1.00 4.02
F -5.84 -1.31 -0.24
F -5.01 -1.70 1.78
F -3.14 2.85 -0.72
F 1.76 3.17 1.64
F -1.06 2.68 0.00
F -1.51 2.34 -2.14
O 0.04 -3.64 0.01
O 1.37 -1.68 -0.73
C 3.46 -3.73 1.70
C -0.79 -1.37 3.18
C 1.41 -0.28 2.80
C 3.45 0.69 3.68
C 1.98 2.02 2.36
C 0.09 -2.91 -2.33
C -4.78 -1.87 0.43
C 0.27 -2.97 -4.67
C -2.17 0.68 -0.58
C 0.50 -2.24 -3.45
C -2.71 -0.13 4.02
C 3.12 1.95 3.16
C 1.05 -4.03 0.92
C -1.99 2.15 -0.86
C 2.48 -3.53 0.53
C -1.15 -1.48 -0.48
C 0.52 -1.41 2.59
C -3.10 -1.19 4.83
C -0.29 -4.21 -4.49
C -1.27 -2.50 3.89
C 1.12 0.95 2.17
C 2.40 -2.03 0.16
C -1.04 -0.12 -0.69
C 3.02 -4.36 -0.62
C -3.41 0.14 -0.24
C 2.66 -0.43 3.50
C -3.48 -1.23 0.04
C -2.35 -2.03 -0.05
C -1.59 -0.20 3.19
C -2.38 -2.40 4.72
C -0.61 -5.19 -5.57
B 0.13 -2.43 -0.75
H 2.24 -1.47 1.10
H 3.75 2.81 3.37
H -1.69 -5.39 -5.63
H 2.93 -1.41 3.90
H 1.03 -2.38 2.65
H 3.49 -4.78 2.00
H -2.40 -3.09 0.19
H -0.07 0.31 -0.96
H -3.93 -1.08 5.54
H 2.36 -4.30 -1.49
H -2.71 -3.27 5.29
H 3.20 -3.14 2.59
H -1.34 0.63 2.54
H -0.69 -3.43 3.81
H 4.02 -3.99 -0.90
H 3.36 -1.68 -0.25
H 0.24 0.99 1.53
H -0.09 -6.13 -5.36
H 0.54 -2.60 -5.65
H -4.29 0.76 -0.19
H 0.94 -1.25 -3.45
H 1.06 -5.14 1.04
H 3.10 -5.40 -0.30
H 0.76 -3.65 1.91
H 4.48 -3.43 1.40
H -0.27 -4.83 -6.55

Charge distribution, Mulliken scheme, values in e: S -0.237; F -0.267; F -0.303; F -0.335; F -0.276; F -0.235; F -0.294; F -0.285; F -0.240; F -0.281; O -0.716; O -0.680; C -1.862; C 0.710; C -0.072; C 0.320; C -0.125; C 0.660; C 0.589; C -0.704; C 0.086; C -1.210; C -0.177; C -0.849; C -1.001; C 0.795; C 2.512; C -0.265; C 0.153; C -0.514; C 0.547; C -0.704; C 0.837; C -0.507; C -0.472; C -1.734; C -1.098; C -0.380; C 0.059; C -0.612; C 0.320; C -0.780; C -1.215; B 1.809; H -0.359; H 0.491; H 0.264; H 0.383; H 0.623; H 0.392; H 0.635; H 0.666; H 0.470; H 0.185; H 0.432; H 0.200; H 0.518; H 0.400; H 0.439; H 0.483; H -0.357; H 0.272; H 0.307; H 0.564; H 0.492; H 0.458; H 0.439; H -0.092; H 0.392; H 0.335